Entry from OMol25: 13 unconnected molecules or ions with the total composition C48H127N5O15 at a distorted geometry (ωB97M-V/def2-TZVPD).

```
195
Properties=species:S:1:pos:R:3
C -4.9785 17.3051 -24.6052
O -4.8092 18.2741 -25.6776
C -6.0077 18.8160 -26.1705
C -5.6983 19.7260 -27.3535
N -4.9940 19.0431 -28.4343
C -4.4919 20.0566 -29.3802
C -3.6000 19.4376 -30.4911
O -2.3436 19.0057 -29.9400
C -1.4306 18.5538 -30.8902
H -5.6320 16.5409 -25.0258
H -5.5015 17.7560 -23.7618
H -4.0484 16.8686 -24.2411
H -6.4026 19.4025 -25.3409
H -6.7579 18.0907 -26.4853
H -5.0594 20.5404 -27.0122
H -6.6402 20.2141 -27.6037
H -4.2703 18.5324 -27.9490
H -3.9087 20.8275 -28.8765
H -5.3235 20.5924 -29.8379
H -3.3412 20.2538 -31.1655
H -4.0983 18.6872 -31.1048
H -1.8735 17.7272 -31.4458
H -0.4990 18.1355 -30.5091
H -1.1972 19.4074 -31.5266
C -10.9548 16.5382 -14.2519
O -9.5606 16.5752 -13.9715
C -8.9788 15.3279 -13.6899
C -7.4807 15.5177 -13.6748
N -6.7237 14.3261 -13.3631
C -6.8312 13.2844 -14.3933
C -5.9090 12.0849 -14.1704
O -4.5518 12.4735 -14.3440
C -3.6713 11.3496 -14.1338
H -11.2058 16.4854 -15.3113
H -11.2555 17.5022 -13.8415
H -11.6165 15.8546 -13.7200
H -9.2191 14.6290 -14.4912
H -9.4007 14.9621 -12.7538
H -7.1438 16.2413 -12.9325
H -7.2240 15.9284 -14.6513
H -5.7661 14.6334 -13.4574
H -6.5368 13.6586 -15.3737
H -7.8568 12.9153 -14.3914
H -6.1030 11.3542 -14.9556
H -5.9937 11.6770 -13.1631
H -3.7976 10.9533 -13.1263
H -2.6672 11.7237 -14.3337
H -3.8653 10.5729 -14.8736
C -9.3811 13.9787 -18.6776
C -9.1081 13.6325 -20.1602
C -8.6319 12.1378 -20.3113
O -7.4546 11.9761 -19.5343
C -6.7583 10.7668 -19.7473
N -10.4499 13.8069 -20.7916
H -9.8649 14.9507 -18.5813
H -8.4163 14.1803 -18.2122
H -9.8374 13.1901 -18.0794
H -8.3351 14.2964 -20.5474
H -8.4962 12.1226 -21.3927
H -9.3015 11.3462 -19.9748
H -6.4114 10.6924 -20.7780
H -7.4260 9.9224 -19.5757
H -5.9479 10.8628 -19.0247
H -10.4529 13.4483 -21.7358
H -11.0829 13.1692 -20.3301
C -12.3391 17.1477 -26.0343
C -12.5115 18.5719 -25.5724
C -12.7133 19.7078 -26.6875
O -12.9349 20.9684 -26.0770
C -11.7519 21.7095 -25.7285
N -13.6894 18.5617 -24.7511
H -11.4328 17.0568 -26.6331
H -13.2198 16.7005 -26.4951
H -12.2299 16.4589 -25.1966
H -11.5854 18.8252 -25.0565
H -13.6406 19.4099 -27.1769
H -11.9174 19.7640 -27.4302
H -11.1239 21.7854 -26.6161
H -11.2235 21.2162 -24.9127
H -11.8862 22.7534 -25.4451
H -13.4135 18.1475 -23.8722
H -13.9348 19.5185 -24.5405
C -13.0325 9.1316 -19.5330
C -13.0999 9.7612 -18.1163
C -14.1143 10.8523 -18.0038
O -13.7902 11.9934 -18.7735
C -14.6854 13.1129 -18.4515
N -13.4349 8.8082 -17.0665
H -12.6833 9.8034 -20.3171
H -13.9767 8.6324 -19.7505
H -12.2406 8.3849 -19.4740
H -12.1594 10.2270 -17.8220
H -14.2275 11.1184 -16.9529
H -15.0903 10.4378 -18.2563
H -14.8060 13.2421 -17.3759
H -15.6399 12.8878 -18.9273
H -14.3025 14.0397 -18.8787
H -14.2468 8.2851 -17.3622
H -13.7657 9.3099 -16.2548
C -4.0077 9.1588 -24.5479
C -2.8286 9.0247 -25.5821
C -3.1331 9.3179 -27.0350
O -1.8777 10.0005 -25.1974
H -4.4609 10.1501 -24.5568
H -3.6396 8.9452 -23.5445
H -4.7917 8.4484 -24.8104
H -2.3179 8.0686 -25.4676
H -3.8670 8.5802 -27.3594
H -2.3124 9.1714 -27.7372
H -3.6181 10.2909 -27.1139
H -1.1228 9.9554 -25.7888
C -8.5873 6.7384 -15.9052
C -9.2050 5.4048 -16.2875
C -8.3675 4.2638 -15.7333
O -10.4223 5.4928 -15.6431
H -7.6892 6.8934 -16.5031
H -8.2855 6.8465 -14.8634
H -9.1859 7.6206 -16.1323
H -9.4054 5.3628 -17.3581
H -8.6940 3.2705 -16.0412
H -8.2993 4.3381 -14.6480
H -7.3578 4.4365 -16.1057
H -10.9247 6.2172 -16.0230
C 0.3873 5.3254 -18.3232
C -0.5029 6.5338 -18.6638
C -1.6172 6.6474 -17.6648
O 0.3095 7.7117 -18.5747
H 0.9725 4.9690 -19.1709
H -0.1787 4.4378 -18.0406
H 1.0810 5.5650 -17.5172
H -0.8693 6.4020 -19.6818
H -2.2951 7.4552 -17.9407
H -1.3307 6.7444 -16.6176
H -2.2812 5.7830 -17.6702
H -0.1782 8.4121 -19.0142
C -8.9177 12.2754 -25.4311
C -10.2542 11.6139 -25.6862
C -10.0876 10.1696 -25.9967
O -11.0278 11.7758 -24.5007
H -8.2564 11.6898 -24.7924
H -9.0038 13.2590 -24.9693
H -8.3979 12.4158 -26.3788
H -10.7686 12.1791 -26.4634
H -9.2885 9.9683 -26.7101
H -11.0319 9.6724 -26.2184
H -9.7096 9.7022 -25.0875
H -11.9734 11.7865 -24.6658
C -16.8303 13.4772 -23.9768
C -15.7440 12.4767 -23.5213
C -16.2710 11.3283 -22.6756
O -15.2337 11.8544 -24.7052
H -17.2091 13.9168 -23.0541
H -17.6922 12.9657 -24.4054
H -16.5001 14.2951 -24.6172
H -14.9536 12.9685 -22.9544
H -15.6904 10.4065 -22.6388
H -17.2749 11.0437 -22.9907
H -16.3383 11.6370 -21.6324
H -15.8957 11.2219 -24.9941
C -1.2286 13.1321 -21.3068
C -0.6126 12.1480 -20.4145
C -0.9065 12.3684 -18.8910
O -1.1534 10.8717 -20.8440
H -2.2878 12.8839 -21.3733
H -0.7135 13.0220 -22.2611
H -1.0783 14.0967 -20.8219
H 0.4612 12.0442 -20.5702
H -0.4213 13.2362 -18.4442
H -0.5784 11.5456 -18.2557
H -1.9369 12.6239 -18.6441
H -1.2809 10.8467 -21.7951
C -9.9068 18.8825 -20.8370
C -11.3260 19.0004 -20.3280
C -12.0641 20.3098 -20.7203
O -12.0729 17.9359 -20.7774
H -9.8560 18.8518 -21.9254
H -9.3922 17.9988 -20.4597
H -9.3711 19.7901 -20.5588
H -11.3174 18.9772 -19.2383
H -13.0404 20.2880 -20.2361
H -12.1960 20.5353 -21.7785
H -11.5101 21.1399 -20.2821
H -11.4681 17.1910 -20.7483
C -5.2903 4.3944 -21.1749
C -4.0194 3.8586 -21.7479
C -4.2187 2.4555 -22.2910
O -3.7794 4.6513 -22.9086
H -5.1715 5.3873 -20.7412
H -5.7914 3.8089 -20.4041
H -6.1114 4.6186 -21.8557
H -3.2454 3.9555 -20.9866
H -5.0793 2.3951 -22.9572
H -4.5168 1.7519 -21.5138
H -3.3684 2.0759 -22.8576
H -2.8356 4.6924 -23.0798
```

Computed properties:
Charge: 0
HOMO-LUMO gap: 0.3316 Ha
Total energy: -89990.0959 eV
Highest occupied orbital energy: -8.848 eV

Entry from OMol25: 16 unconnected molecules or ions with the total composition C48H137N13O16 at a distorted geometry (ωB97M-V/def2-TZVPD).

```
214
Properties=species:S:1:pos:R:3
C -32.8559 -1.5041 0.8273
C -31.3588 -1.7214 0.4120
C -31.1942 -3.1847 0.0993
O -29.8700 -3.4182 -0.1981
C -29.6990 -4.7124 -0.7157
N -30.9522 -0.8658 -0.6960
H -33.4982 -1.5370 -0.0783
H -33.1297 -0.4974 1.2123
H -33.1930 -2.2883 1.5043
H -30.7560 -1.4738 1.2935
H -31.7262 -3.4340 -0.8654
H -31.4535 -3.8405 0.9405
H -29.8857 -5.4030 0.0893
H -28.6657 -4.8699 -1.0905
H -30.4099 -5.0520 -1.5119
H -31.6039 -1.0937 -1.4711
H -30.0315 -1.1527 -1.0462
C -36.2055 1.5220 6.4057
C -35.2011 2.0128 5.3363
C -33.8931 2.2400 6.0913
O -33.9899 2.8653 7.3314
C -33.9194 4.3000 7.2508
N -35.0896 1.1035 4.2359
H -35.7219 0.6998 6.9582
H -37.0398 0.9862 5.9528
H -36.5314 2.2661 7.1469
H -35.5093 2.9648 4.9051
H -33.1830 2.8565 5.5024
H -33.3927 1.3092 6.3219
H -33.0643 4.6194 6.6932
H -34.0045 4.6026 8.2802
H -34.8267 4.6907 6.7570
H -34.8891 0.1259 4.4449
H -34.4199 1.4120 3.5058
C -27.9569 0.4205 0.4935
C -28.6957 1.6710 -0.1029
C -28.7857 1.6268 -1.6125
O -29.1140 2.9452 -2.0754
C -29.0212 3.1862 -3.4010
N -29.9386 1.9263 0.5499
H -27.0795 0.1124 -0.0660
H -28.5012 -0.4536 0.5891
H -27.6470 0.7369 1.4983
H -28.0534 2.5269 0.0707
H -29.5015 0.9836 -2.1223
H -27.7720 1.3426 -2.0278
H -28.0369 3.0000 -3.8246
H -29.1904 4.3065 -3.4755
H -29.7677 2.6781 -4.0383
H -30.3416 2.8283 0.2529
H -30.6099 1.1671 0.3533
C -25.9030 7.9603 8.5416
C -27.1476 7.2302 8.0360
C -27.2966 5.9231 8.8218
O -26.0218 5.2714 8.7716
C -25.9860 4.0341 9.4013
N -28.4603 8.0168 7.9951
H -24.9624 7.3559 8.5518
H -26.0640 8.3054 9.5643
H -25.6182 8.7882 7.9150
H -26.9830 6.9380 7.0250
H -28.0523 5.2083 8.3095
H -27.6104 5.9961 9.8634
H -26.8747 3.3766 9.2528
H -25.8751 4.1256 10.4473
H -25.0785 3.5722 8.9444
H -28.2185 9.0076 7.8937
H -28.9058 7.9890 8.9186
C -31.9420 9.0550 7.3228
C -32.7737 7.8153 7.2674
C -34.1742 8.0143 7.8484
O -34.2175 8.7866 9.0097
C -33.8071 8.0348 10.0946
N -33.0003 7.3836 5.8634
H -30.9053 8.8326 7.0342
H -31.9380 9.5525 8.3133
H -32.2726 9.7407 6.5393
H -32.2392 6.9230 7.7527
H -34.6036 7.0344 8.0615
H -34.7914 8.5805 7.1804
H -34.1360 8.4977 11.0060
H -32.6527 8.0497 10.1285
H -34.1828 6.9875 9.9577
H -33.1613 6.3772 5.7617
H -33.8928 7.7910 5.6160
C -30.7828 0.1700 3.8257
C -30.6970 1.6474 4.3066
C -30.5793 1.6678 5.8605
O -30.8917 2.9915 6.3136
C -30.9449 3.0765 7.7191
N -29.6116 2.4226 3.7662
H -29.9921 -0.3747 4.2983
H -30.6774 0.1214 2.7611
H -31.7427 -0.2037 4.1215
H -31.6637 2.1261 4.2132
H -29.5084 1.4612 6.1805
H -31.2409 0.9971 6.4052
H -31.7484 2.5317 8.1975
H -31.0628 4.1270 7.9700
H -29.9809 2.7797 8.1121
H -29.4351 2.1924 2.7538
H -29.7698 3.4293 3.8232
C -24.5022 -2.0971 1.5114
C -25.4633 -1.2771 2.4600
C -26.2770 -2.0640 3.4973
O -26.7432 -3.2594 2.9947
C -27.7392 -3.1118 2.0188
N -24.9570 -0.0623 3.0559
H -25.1758 -2.6439 0.8472
H -23.8980 -2.7580 2.1384
H -23.9713 -1.3851 0.9375
H -26.2986 -0.9442 1.8385
H -27.1223 -1.5567 3.9213
H -25.6528 -2.2974 4.2989
H -28.3519 -3.9702 1.8238
H -27.3512 -2.7476 1.0212
H -28.4595 -2.3582 2.2830
H -24.4481 0.4516 2.2633
H -24.1910 -0.3100 3.7182
C -29.3405 -3.2732 6.4398
C -29.7731 -3.8147 5.0539
C -29.1305 -5.2114 4.8402
O -29.6004 -5.7260 3.5097
C -29.1386 -7.0334 3.2159
N -31.1952 -3.9961 4.8392
H -28.2812 -3.0329 6.3306
H -29.4743 -4.0299 7.2232
H -29.7502 -2.2978 6.6484
H -29.4153 -3.0332 4.3795
H -29.4973 -5.8612 5.6634
H -28.0526 -5.1114 4.8249
H -29.3472 -7.6176 4.0842
H -28.0722 -7.0743 2.9505
H -29.7314 -7.5188 2.4058
H -31.3961 -4.0200 3.8451
H -31.7627 -3.2231 5.1749
C -25.1217 0.4473 10.5659
C -26.6081 0.7012 10.9071
C -27.6124 0.1008 9.9169
O -28.9064 0.3352 10.5296
C -29.8694 -0.1524 9.6837
N -26.7964 0.1461 12.2386
H -24.5897 1.1233 9.8484
H -24.8766 -0.6105 10.3051
H -24.6269 0.5942 11.5639
H -26.8169 1.7909 10.8964
H -27.4911 -0.9565 9.8314
H -27.5609 0.6828 8.9758
H -29.8263 0.2922 8.7255
H -30.8241 0.0510 10.2468
H -29.9546 -1.2224 9.6356
H -27.7462 -0.1123 12.5286
H -26.3199 0.6228 12.9558
C -33.2336 3.1684 1.8558
C -32.3141 4.3247 2.2128
O -32.5897 4.8317 3.5223
H -34.2850 3.4130 1.9072
H -32.9263 2.4263 2.5866
H -32.8731 2.7615 0.9194
H -32.3076 5.1207 1.5020
H -31.2221 4.1017 2.1223
H -31.7186 5.1072 3.7997
C -22.3214 -0.9099 6.1493
C -23.0249 0.3470 6.7174
O -22.8143 1.4338 5.8385
H -22.8353 -1.4749 5.3033
H -22.3244 -1.6487 6.9031
H -21.2959 -0.7088 5.9044
H -22.5084 0.4943 7.6565
H -24.0936 0.1811 6.9105
H -23.6141 1.9902 6.0045
C -36.2797 -3.6830 6.4520
C -35.7135 -2.3472 5.8930
O -35.1132 -2.4576 4.6325
H -36.8059 -3.6129 7.4162
H -35.4481 -4.3677 6.5259
H -37.0253 -3.9919 5.6685
H -34.9534 -2.0291 6.5966
H -36.4579 -1.5752 5.8793
H -35.7330 -2.9070 4.0857
C -32.7589 -0.9191 8.1326
C -33.7293 -0.3603 9.1757
O -33.4837 0.9767 9.5191
H -32.9218 -0.3527 7.2019
H -32.8390 -1.9688 7.9425
H -31.7068 -0.7545 8.3539
H -33.6528 -0.9633 10.1084
H -34.8493 -0.3540 8.8505
H -33.6937 1.5376 8.8006
C -30.4937 4.0776 11.8771
C -29.1396 4.1224 12.3776
O -28.9187 5.3835 13.0010
H -31.2678 4.2265 12.6854
H -30.8082 3.1898 11.3145
H -30.5119 4.9287 11.1521
H -28.3764 4.0012 11.6096
H -28.9501 3.2774 13.1376
H -28.5212 5.1620 13.8217
C -26.3811 2.5862 5.8113
O -25.2110 2.4108 6.2492
N -27.2579 3.3465 6.5247
N -26.9487 1.7726 4.9073
H -28.0562 3.5944 5.9574
H -26.8555 4.1381 6.9537
H -26.3488 1.0752 4.4352
H -27.8426 1.9870 4.4297
C -29.5878 6.4265 4.3879
O -29.7317 5.5559 3.5009
N -29.7912 6.0461 5.6778
N -29.3165 7.7641 4.2144
H -29.7010 6.6977 6.4438
H -30.1066 5.0928 5.8742
H -29.4427 8.3524 5.0393
H -29.5041 8.1691 3.3105
```

Computed properties:
Charge: 0
HOMO-LUMO gap: 0.3420 Ha
Total energy: -104123.5068 eV
Highest occupied orbital energy: -8.779 eV

> Among the records above, which one has the highest highest occupied orbital energy?

C48H137N13O16

> Look up the HOMO-LUMO gap of the first one.

0.3316 Ha

> Which of these has the lowest HOMO-LUMO gap?

C48H127N5O15